Entry from the Open Molecules 2025 dataset: 10 unconnected molecules or ions with the total composition C55H143Br3N12O19P4 in a non-equilibrium geometry (ωB97M-V/def2-TZVPD).

Last column: Mulliken charge in e.
CARTESIAN COORDINATES (ANGSTROEM)
Br1 0.22 -2.06 6.16  0.01
Br2 -1.89 -0.40 8.08  -0.02
Br3 -2.82 -1.01 4.90  0.00
P1 -0.56 0.53 0.11  -0.52
P2 6.58 -1.60 4.09  -0.10
P3 -4.19 -5.47 -2.94  0.37
P4 2.61 3.31 5.77  0.14
O1 0.79 5.57 -1.00  -0.46
O2 -5.80 -0.93 -4.54  -0.39
O3 5.69 -2.15 -1.23  -0.38
O4 -5.52 -5.54 -3.59  -0.89
O5 -8.88 -1.14 -4.28  -0.14
O6 -0.83 1.93 0.40  -0.17
O7 3.09 -4.41 0.01  -0.26
O8 4.99 8.24 -1.81  -0.39
O9 -3.17 4.49 1.29  -0.24
O10 -0.28 -0.59 -10.82  -0.30
O11 1.11 -1.57 -7.64  -0.36
O12 3.29 2.00 5.77  -0.80
O13 -5.59 2.57 -0.75  -0.24
O14 3.34 5.72 -1.14  -0.14
O15 -3.04 5.86 3.95  -0.52
O16 2.82 -2.68 -5.44  -0.45
O17 -10.65 -0.42 -2.00  -0.35
O18 6.99 -1.66 2.65  -0.73
O19 0.63 -6.15 0.05  -0.47
N1 -4.39 -5.03 -1.32  0.57
N2 0.99 3.23 6.39  0.51
N3 2.59 4.01 4.21  0.79
N4 7.07 -3.00 5.01  0.42
N5 0.33 0.17 -1.32  0.49
N6 3.32 4.54 6.73  0.26
N7 -1.91 -0.53 0.09  1.06
N8 0.45 -0.18 1.35  1.15
N9 7.22 -0.24 4.95  0.41
N10 -3.27 -6.91 -2.91  0.13
N11 4.86 -1.54 4.30  0.63
N12 -3.15 -4.28 -3.64  0.39
C1 0.34 -5.85 1.37  -0.60
C2 0.60 3.35 7.84  -1.01
C3 0.01 0.31 -11.87  -0.74
C4 -6.11 -0.55 -3.15  0.18
C5 3.92 4.16 7.97  -1.10
C6 0.03 2.43 5.60  -0.40
C7 0.10 1.09 -2.48  -0.53
C8 -4.91 -6.02 -0.38  -1.15
C9 -3.92 -8.18 -3.05  -0.93
C10 -1.65 -1.54 6.52  -0.43
C11 -2.18 4.92 3.30  -0.14
C12 2.90 5.89 6.61  -1.03
C13 6.73 0.17 6.26  -0.98
C14 8.30 0.55 4.40  -1.15
C15 -1.79 -6.95 -2.59  -0.69
C16 -4.63 -3.60 -0.99  -0.76
C17 4.70 -2.59 -0.38  1.12
C18 4.08 -0.50 3.65  -0.74
C19 -3.66 -3.38 -4.68  -0.98
C20 -3.64 3.56 0.30  0.09
C21 -2.87 -0.31 -0.99  -1.17
C22 1.47 4.52 -0.34  1.07
C23 2.84 4.37 -0.99  -1.10
C24 -3.68 6.74 3.04  -0.51
C25 -5.17 3.48 0.28  -0.62
C26 0.84 -5.00 -0.72  1.09
C27 -11.11 -0.96 -3.18  -0.71
C28 4.47 -4.12 -0.35  -0.90
C29 1.53 -2.07 -5.23  0.67
C30 -10.23 -0.75 -4.43  -0.70
C31 -0.38 5.95 -0.31  -0.51
C32 -8.10 -0.91 -5.45  -0.83
C33 3.75 3.88 3.31  -0.97
C34 4.66 5.84 -1.64  -0.42
C35 7.02 -2.56 -0.95  -0.65
C36 0.12 -1.49 -8.69  -0.39
C37 1.50 4.87 3.73  -0.95
C38 -6.73 -1.65 -5.27  -0.36
C39 3.80 -2.38 -4.42  -0.40
C40 4.04 -2.81 4.51  -0.72
C41 -2.85 3.85 2.52  0.37
C42 0.76 -0.71 -9.85  -0.52
C43 0.66 -1.60 1.43  -1.75
C44 -10.23 0.96 -1.97  -0.57
C45 7.24 -3.04 6.42  -1.08
C46 -2.63 -0.90 1.31  -0.65
C47 1.27 0.65 2.35  -0.14
C48 0.67 -2.23 -6.43  -1.02
C49 -5.64 3.19 -2.05  -0.80
C50 -1.90 -3.92 -2.99  -1.80
C51 0.83 -1.16 -1.75  0.76
C52 5.34 7.09 -1.07  -0.58
C53 3.60 8.54 -1.90  -0.58
C54 7.75 -4.13 4.37  -0.97
C55 2.30 -4.82 -1.09  -0.10
H1 -4.51 -5.84 0.62  0.35
H2 2.32 0.68 2.06  0.17
H3 6.16 -0.65 6.72  0.27
H4 0.38 -4.05 -0.45  -0.61
H5 -6.89 -2.62 -4.80  0.30
H6 1.89 5.63 3.05  0.64
H7 -4.51 -3.80 -5.22  0.34
H8 3.05 -0.56 4.01  0.26
H9 1.03 -2.62 -4.43  -0.08
H10 2.68 3.86 -1.94  0.31
H11 -0.29 -2.42 -9.07  0.25
H12 0.84 1.00 -3.28  0.30
H13 -1.15 5.17 -0.43  0.04
H14 6.27 -2.88 6.90  0.35
H15 -3.76 3.69 3.10  0.30
H16 1.18 0.09 3.27  0.24
H17 0.18 2.53 4.53  -0.49
H18 -9.49 1.15 -2.74  0.18
H19 -7.02 0.03 -3.27  0.17
H20 1.67 -1.19 -10.21  0.37
H21 0.27 -5.18 -1.63  -0.09
H22 3.76 -2.11 -0.67  -0.50
H23 -1.65 -2.86 -3.08  0.72
H24 3.86 -1.29 -4.32  0.31
H25 0.91 2.45 8.37  0.27
H26 1.06 4.27 8.20  0.32
H27 4.93 -2.25 0.63  -0.26
H28 -1.35 5.46 2.83  0.04
H29 -3.23 -1.80 1.15  0.28
H30 -4.09 7.53 3.66  0.32
H31 0.00 -1.87 -1.71  -0.03
H32 0.13 -2.13 0.64  0.52
H33 5.18 7.23 0.00  0.31
H34 -3.18 -8.99 -3.05  0.36
H35 1.30 -1.02 -2.72  -0.18
H36 -10.61 -1.47 -5.16  0.45
H37 -0.81 6.80 -0.83  0.39
H38 0.30 2.11 -2.13  -0.14
H39 4.70 -4.55 -1.32  0.39
H40 -6.36 -1.71 -6.29  0.32
H41 -4.66 -8.35 -2.27  0.30
H42 0.75 -0.21 -12.48  0.31
H43 -0.90 1.03 -2.90  0.34
H44 -6.33 4.02 -2.23  0.35
H45 0.72 4.27 3.27  -0.33
H46 2.60 -5.81 -1.44  0.36
H47 -0.85 0.45 -12.52  0.24
H48 -9.93 1.27 -0.97  0.22
H49 -11.13 -2.04 -3.03  0.29
H50 4.10 3.09 8.08  0.23
H51 3.10 6.19 5.59  0.22
H52 -6.00 -6.08 -0.37  0.35
H53 7.37 -2.07 -0.04  0.17
H54 3.91 4.71 2.62  0.42
H55 0.07 1.39 5.90  0.24
H56 2.98 -2.54 4.59  0.08
H57 -3.36 -0.13 1.57  0.46
H58 4.78 5.79 -2.72  0.20
H59 0.86 1.65 2.45  -0.71
H60 -1.40 -7.95 -2.43  0.44
H61 4.53 0.47 3.82  0.22
H62 -0.60 -0.79 -8.26  0.29
H63 7.56 -2.18 -1.82  0.26
H64 0.25 -1.89 2.40  0.42
H65 -3.13 2.60 0.35  -0.18
H66 7.36 -4.06 6.79  0.40
H67 1.80 4.79 0.67  -0.34
H68 6.43 7.06 -1.16  0.35
H69 5.15 -4.65 0.31  0.48
H70 -3.93 -3.18 -0.27  0.34
H71 3.60 9.58 -2.24  0.29
H72 0.96 3.56 -0.26  -0.17
H73 3.66 2.93 2.79  0.08
H74 -4.60 -7.03 -0.63  0.30
H75 8.04 0.65 3.34  0.32
H76 4.08 -3.53 3.70  0.31
H77 -1.90 -4.00 -1.90  0.44
H78 -2.52 0.48 -1.65  0.44
H79 4.66 3.85 3.91  0.33
H80 8.47 1.54 4.83  0.37
H81 -3.72 0.22 -0.55  0.67
H82 2.47 -4.17 -1.95  -0.09
H83 9.23 0.00 4.50  0.32
H84 -2.18 -2.42 6.87  0.43
H85 1.56 -1.37 -0.97  -0.40
H86 -5.62 3.17 1.22  0.28
H87 3.31 6.55 7.38  0.42
H88 7.43 0.51 7.02  0.39
H89 -2.83 -3.13 -5.34  0.35
H90 3.04 7.80 -2.47  0.20
H91 -1.62 -6.37 -1.68  0.20
H92 0.78 -4.95 1.79  0.16
H93 -1.96 -1.14 2.14  -0.21
H94 -4.63 3.53 -2.27  0.33
H95 -3.01 7.22 2.32  0.21
H96 6.05 1.01 6.11  0.31
H97 -0.48 3.46 7.91  0.32
H98 0.40 -3.26 -6.67  0.42
H99 -5.60 -3.63 -0.51  0.61
H100 -10.37 0.24 -4.87  0.41
H101 8.78 -3.87 4.13  0.32
H102 -7.94 0.16 -5.57  0.30
H103 -1.70 4.52 4.20  -0.09
H104 -0.96 2.91 5.62  0.45
H105 1.14 5.50 4.54  0.41
H106 -4.04 -2.53 -4.12  0.29
H107 5.12 5.04 -1.06  0.43
H108 -5.95 2.55 -2.88  0.19
H109 -8.67 -1.29 -6.29  0.59
H110 0.62 -6.66 2.05  0.31
H111 -4.41 6.10 2.54  0.18
H112 -4.53 -8.22 -3.95  0.29
H113 7.98 -2.40 6.90  0.27
H114 4.85 4.70 8.12  0.32
H115 1.72 -1.88 1.51  0.20
H116 4.81 -2.62 -4.77  0.37
H117 -3.22 4.10 -0.55  0.26
H118 1.84 6.01 6.79  0.34
H119 -0.27 -1.73 -6.19  0.32
H120 7.19 -3.64 -0.91  0.32
H121 -1.05 -4.45 -3.43  0.39
H122 3.62 -2.84 -3.45  -0.05
H123 1.66 -1.00 -5.02  0.17
H124 4.38 -3.30 5.42  0.26
H125 -5.63 4.44 0.00  0.33
H126 -6.30 -1.44 -2.55  0.13
H127 7.83 -5.01 5.01  0.37
H128 -12.17 -0.73 -3.21  0.43
H129 3.11 8.48 -0.94  0.27
H130 1.06 0.27 -9.46  0.31
H131 4.03 -0.79 2.60  0.08
H132 -0.24 6.17 0.75  0.23
H133 3.53 3.75 -0.41  0.52
H134 0.53 1.21 -11.53  0.30
H135 -2.21 2.96 2.46  -0.05
H136 7.24 -4.40 3.45  0.17
H137 -4.55 -2.88 -1.81  -0.52
H138 -11.12 1.54 -2.20  0.33
H139 -0.74 -5.78 1.53  0.28
H140 3.16 4.45 8.70  0.43
H141 -1.27 -6.54 -3.45  0.16
H142 -5.31 0.02 -2.67  -0.30
H143 -3.10 -1.20 -1.58  -0.76

Calculated values
Spin multiplicity ... 1
Lowest unoccupied orbital energy ... -1.0 eV
SMILES ... CN(C)P(=O)(N(C)C)N(C)C.CN(C)P(=O)(N(C)C)N(C)C.CN(C)P(=O)(N(C)C)N(C)C.CN(C)P(=O)(N(C)C)N(C)C.BrC(Br)Br.COCCOCCOC.COCCOCCOC.COCCOCCOC.COCCOCCOC.COCCOCCOC
Electronic energy ... -13355.13057 Eh
Gap between HOMO and LUMO ... 7.33 eV
Strongest force on any atom ... 4.94 eV/A